DFT (ωB97M-V with the def2-TZVPD basis set) results for 2 unconnected molecules or ions with the total composition Cl2H4Si2.

Each line ends with the Mulliken charge.
Atoms and positions in Å:
Si: 2.21 -0.33 -0.61  0.13
Si: -1.65 -0.06 0.98  0.51
Cl: -1.53 -1.64 -0.39  -0.20
Cl: -1.93 1.73 0.06  -0.18
H: 1.92 -0.39 -2.08  -0.03
H: 0.78 -0.04 0.14  -0.12
H: 2.97 0.90 -0.10  -0.05
H: -2.77 -0.17 2.00  -0.06

Total charge = 0
Energy above the lowest of the compared OMol25 structures with the same formula, charge and spin = 3.156 eV
2S+1 = 1
Orbital gap (alpha / beta) = 7.277 / 6.749 eV
LUMO (alpha / beta) = -1.337 / -1.392 eV

DFT (ωB97M-V with the def2-TZVPD basis set) results for a single Cl2H4Si3 molecule.

Each line ends with the Mulliken charge.
Atoms and positions in Å:
Si: 0.89 -0.17 0.97  0.24
Si: -1.29 -0.06 0.00  0.38
Si: 0.64 -1.12 2.98  0.16
Cl: -2.32 -1.75 0.75  -0.25
Cl: 1.01 -3.18 2.75  -0.19
H: 1.03 1.27 0.80  -0.10
H: 1.72 -0.74 -0.14  -0.09
H: -1.12 0.22 -1.56  -0.05
H: -1.94 1.06 0.56  -0.09

Total charge = 0
Energy above the lowest of the compared OMol25 structures with the same formula, charge and spin = 0.510 eV
2S+1 = 1
Orbital gap = 7.034 eV
LUMO = -1.503 eV

What did the second record say?
DFT (ωB97M-V with the def2-TZVPD basis set) results for a single Cl2H4Si3 molecule.

Each line ends with the Mulliken charge.
Atoms and positions in Å:
Si: 0.89 -0.17 0.97  0.24
Si: -1.29 -0.06 0.00  0.38
Si: 0.64 -1.12 2.98  0.16
Cl: -2.32 -1.75 0.75  -0.25
Cl: 1.01 -3.18 2.75  -0.19
H: 1.03 1.27 0.80  -0.10
H: 1.72 -0.74 -0.14  -0.09
H: -1.12 0.22 -1.56  -0.05
H: -1.94 1.06 0.56  -0.09

Total charge = 0
Energy above the lowest of the compared OMol25 structures with the same formula, charge and spin = 0.510 eV
2S+1 = 1
Orbital gap = 7.034 eV
LUMO = -1.503 eV

Which formula does entry 1 have?
Cl2H4Si2